Entry 1:
63
Properties=species:S:1:pos:R:3 method="wB97M-V/def2-TZVPD" charge=-1 multiplicity=3 lumo_energy_ev="2.458 / 2.382" energy_ev=-143495.835
H -2.836 1.755 3.691
C 1.978 0.461 -3.045
C 1.746 6.510 -0.852
C -1.576 -0.953 2.067
H 3.394 6.599 -2.192
C -2.842 -2.708 -0.098
Ni -0.362 1.526 -1.258
C 2.056 1.983 -2.890
C -2.012 0.359 2.238
C 2.852 2.276 1.184
H 1.108 1.493 0.869
C 3.187 4.060 -3.258
C 0.779 5.711 -0.270
C -2.896 -4.056 0.300
H 2.354 3.214 1.511
H -2.876 0.133 5.564
C -4.068 -4.825 0.163
H -5.944 -2.639 -1.543
C 2.566 6.022 -1.859
H 3.191 2.445 0.152
C 0.413 -3.964 -0.387
O 1.920 1.223 1.310
C -1.105 -0.208 -1.144
H -2.063 0.943 1.296
H 3.590 -4.813 0.446
N 1.161 2.578 -2.073
H -2.027 -2.112 5.208
H -0.398 -4.276 -1.029
C 0.280 -2.750 0.282
C 1.341 3.867 -1.700
C 2.670 -4.299 0.404
C -5.183 -4.296 -0.492
C 1.604 -4.690 -0.355
C -1.510 -1.834 3.146
H -4.136 -5.825 0.577
Ge -1.310 -1.549 0.225
H -2.049 -4.517 0.864
C -3.975 -2.222 -0.740
C 3.062 2.730 -3.492
H 2.570 0.107 -3.950
C -5.121 -3.040 -0.985
H 4.015 4.624 -3.698
C -2.454 -0.181 4.550
H 3.769 2.202 -4.162
H 0.236 6.114 0.589
H -1.134 -2.829 3.039
H 0.965 0.134 -2.954
H -3.931 -1.160 -1.025
H -1.060 -0.785 -2.078
H 1.271 -1.364 1.583
C 0.565 4.384 -0.596
H 1.598 -5.576 -1.035
H 1.862 7.546 -0.528
H 2.517 0.093 -2.181
H 3.372 -2.733 1.631
H 3.694 2.018 1.791
C 1.377 -2.299 1.033
C -2.018 -1.459 4.365
C -2.443 0.778 3.523
C 2.519 -3.072 1.072
S -0.593 3.365 0.145
H -6.035 -4.908 -0.641
C 2.375 4.689 -2.306

=====

Entry 2:
70
Properties=species:S:1:pos:R:3 method="wB97M-V/def2-TZVPD" charge=+1 multiplicity=2 lumo_energy_ev="-4.534 / -4.013" energy_ev=-132394.112
Se -1.156 -4.886 1.699
C -1.705 2.485 1.084
H -4.442 4.082 2.270
N 1.650 -0.278 3.734
H -2.186 -4.376 -3.575
C -2.702 -1.370 0.372
H 5.479 0.838 -2.876
H -0.407 -4.926 -1.955
C 3.996 1.264 -4.362
P -1.154 0.881 0.550
H 2.314 1.587 -5.655
C 0.008 1.133 -0.827
C -3.432 0.507 -0.968
O 1.739 -0.875 -0.128
H 4.714 1.640 -5.077
C -4.636 -1.567 -1.035
C 1.728 0.750 -3.776
C -1.159 4.733 1.749
H -3.760 1.898 1.368
C 2.048 1.866 2.773
H 1.989 1.438 4.918
H -1.309 -0.223 -3.177
H 0.964 -3.131 -0.975
C -2.544 -0.052 -0.047
C 4.428 0.812 -3.126
N 3.250 -1.733 2.313
H 0.427 1.381 4.065
H 2.502 -2.997 3.803
H -2.021 -1.799 1.097
Tc 1.403 -0.756 1.915
H -5.456 -2.159 -1.420
C -4.481 -0.251 -1.456
C 2.600 -0.970 4.503
N 0.523 -2.519 1.946
C 3.511 0.328 -2.204
C 3.182 -2.146 3.737
C -3.751 -2.126 -0.128
H 0.759 1.852 -0.477
O -0.437 0.126 1.657
H 0.271 3.375 0.964
H -0.500 1.581 -1.683
H -3.327 1.542 -1.275
C 0.182 -2.889 -1.681
C -0.059 -1.564 -2.029
O 2.933 -0.651 5.611
H 0.681 0.718 -4.045
H -2.785 5.891 2.522
C -0.588 -3.899 -2.236
C -1.841 -2.264 -3.483
H 3.841 -0.017 -1.234
H 4.007 -1.063 2.177
H 4.151 -2.419 4.153
P 0.991 -0.308 -1.326
H -2.631 -2.023 -4.179
H -3.871 -3.149 0.199
H -5.180 0.184 -2.156
C -0.152 -3.482 1.864
C -0.769 3.512 1.228
C -3.031 2.693 1.462
C -2.481 4.936 2.118
C -3.415 3.920 1.976
H -0.428 5.518 1.874
O 2.192 1.057 1.720
C 2.160 0.293 -2.531
H 3.430 -2.520 1.695
O 2.286 3.039 2.737
C 1.489 1.131 4.000
C -1.589 -3.587 -3.141
C 2.646 1.236 -4.689
C -1.086 -1.251 -2.921